# C21H30N2SiTi

A molecular structure, C21H30N2SiTi (ωB97M-V with the def2-TZVPD basis set, OMol25).

HOMO-LUMO gap (spin up / spin down) = 0.168 / 0.168 Ha
charge = +2
LUMO (spin up / spin down) = -8.5 / -8.5 eV

Element x y z (Å)
Ti (-0.205, 0.469, 2.475)
Si (-0.599, -1.308, -2.837)
N (1.569, -0.520, 3.011)
N (-1.256, -0.759, 3.844)
C (1.371, -1.986, 3.201)
C (-1.637, 0.095, -3.442)
C (3.763, -0.895, -4.388)
C (-0.462, -1.355, 4.972)
C (0.990, 2.320, 2.777)
C (-3.164, 2.306, -4.241)
C (-2.692, 0.555, -2.632)
C (-0.627, 0.027, 0.469)
C (1.734, -2.200, -4.144)
C (1.820, 0.087, -3.320)
C (0.633, -2.305, 4.496)
C (3.052, -2.085, -4.592)
C (-3.429, 1.679, -3.016)
C (0.576, 1.892, 4.089)
C (-0.195, 2.647, 2.025)
C (-0.856, 1.914, 4.132)
C (-2.180, 1.791, -5.095)
C (3.143, 0.197, -3.766)
C (-1.337, 2.365, 2.852)
C (-1.417, 0.687, -4.699)
C (1.119, -1.120, -3.488)
H (-0.658, 0.282, -5.369)
H (-2.010, 2.242, -6.075)
H (4.795, -0.811, -4.731)
H (-0.678, -1.072, 0.438)
H (0.834, -2.366, 2.328)
H (2.364, -2.455, 3.186)
H (-2.024, -0.191, 4.236)
H (1.161, -3.112, -4.316)
H (-1.179, -1.876, 5.623)
H (-1.760, -1.501, 3.354)
H (2.016, -0.111, 3.839)
H (-2.378, 2.551, 2.597)
H (3.523, -2.920, -5.117)
H (1.377, -2.385, 5.299)
H (1.327, 0.949, -2.863)
H (-2.927, 0.028, -1.706)
H (0.158, 0.432, -0.187)
H (-3.741, 3.181, -4.540)
H (-4.223, 2.055, -2.365)
H (-0.215, 3.075, 1.026)
H (2.014, 2.505, 2.456)
H (1.234, 1.691, 4.938)
H (-1.261, -2.613, -3.147)
H (-1.467, 1.763, 5.022)
H (-1.592, 0.474, 0.186)
H (0.183, -3.301, 4.400)
H (-0.055, -0.539, 5.575)
H (-0.457, -1.281, -1.388)
H (3.681, 1.141, -3.644)
H (2.248, -0.331, 2.261)

Forces on atoms 1 to 6 (eV/Å):
-0.15 -2.57 -0.93
-0.20 -0.50 -0.89
0.60 0.39 0.08
-0.92 0.01 0.01
0.22 -0.14 -0.34
-0.54 0.21 0.11

---

# C3H2N2O

A molecular structure, C3H2N2O (ωB97M-V with the def2-TZVPD basis set, OMol25).

HOMO-LUMO gap (spin up / spin down) = 0.389 / 0.330 Ha
charge = 0
multiplicity = 3
ΔE to the lowest compared entry with this formula, charge and spin = 170.3 kJ/mol
LUMO (spin up / spin down) = 0.7 / -2.6 eV

Element x y z (Å)
O (-3.479, 0.195, -2.288)
N (-1.119, -0.898, -1.484)
N (-1.792, 0.993, -0.327)
C (-2.080, 0.051, -1.234)
C (-0.195, -0.550, -0.690)
C (-0.605, 0.625, 0.110)
H (-0.058, 1.128, 0.779)
H (0.730, -0.982, -0.718)

Forces on atoms 1 to 6 (eV/Å):
4.73 -0.58 3.71
-2.81 -0.23 -1.92
-1.23 0.05 -0.14
-2.96 0.56 -2.90
-0.19 1.87 1.78
-1.56 -2.29 -3.28

---

# C2H9N5O

2 unconnected molecules or ions with the total composition C2H9N5O (ωB97M-V with the def2-TZVPD basis set, OMol25).

HOMO-LUMO gap = 0.364 Ha
charge = 0
ΔE to the lowest compared entry with this formula, charge and spin = 8.9 kJ/mol
LUMO = 0.7 eV

Element x y z (Å)
O (-1.424, -1.773, -1.539)
N (0.242, -2.184, -0.032)
N (0.599, 1.643, -0.077)
N (-0.931, 0.856, 1.483)
N (0.759, -1.564, -2.205)
N (0.513, 2.670, 1.997)
C (0.047, 1.804, 1.194)
C (-0.239, -1.840, -1.287)
H (-1.514, 1.067, 2.281)
H (0.398, -1.601, -3.148)
H (1.050, 2.504, -0.367)
H (-0.091, 1.374, -0.765)
H (-0.526, -2.249, 0.619)
H (0.043, 2.606, 2.894)
H (1.559, -2.174, -2.108)
H (-1.477, 0.484, 0.717)
H (0.993, -1.624, 0.345)

Forces on atoms 1 to 6 (eV/Å):
-0.12 0.03 -0.10
-0.39 0.02 0.14
-0.29 0.42 -0.10
-0.31 -0.11 0.14
-0.10 -0.44 -0.28
0.01 0.09 0.05

---

# C17H14ClN3O4S

A molecular structure, C17H14ClN3O4S (ωB97M-V with the def2-TZVPD basis set, OMol25).

HOMO-LUMO gap = 0.320 Ha
charge = 0
ΔE to the lowest compared entry with this formula, charge and spin = 1.3 kJ/mol
LUMO = -0.2 eV

Element x y z (Å)
Cl (1.560, 0.499, 4.608)
S (-1.782, -1.789, -3.217)
O (2.165, -5.978, -3.489)
O (0.505, 1.763, -0.126)
O (1.590, 2.418, 2.519)
O (-1.825, 0.568, -2.543)
N (-0.213, -0.523, -1.404)
N (-1.445, -3.380, -3.434)
N (0.107, -2.824, -1.860)
C (1.181, -5.330, -3.727)
C (0.472, 1.833, 4.493)
C (0.679, 3.006, 0.352)
C (-0.492, 2.031, 5.462)
C (0.590, 2.703, 3.401)
C (-0.217, 3.866, -0.228)
C (-0.456, -3.754, -2.670)
C (-0.512, 1.810, -1.019)
C (0.079, -5.141, -2.688)
C (-0.926, 0.603, -1.721)
C (-0.503, -1.694, -2.037)
C (1.757, 3.219, 1.370)
C (-1.257, 3.969, 4.285)
C (-0.292, 3.772, 3.310)
C (-0.989, 3.095, -1.118)
C (0.924, -4.664, -5.049)
C (-1.361, 3.106, 5.358)
H (-0.556, 1.345, 6.291)
H (-0.235, 4.457, 2.480)
H (-1.788, 3.422, -1.749)
H (-0.134, -4.684, -5.294)
H (0.528, -0.508, -0.717)
H (2.718, 2.892, 0.958)
H (1.820, 4.283, 1.624)
H (0.474, -5.399, -1.705)
H (-2.113, 3.262, 6.115)
H (-0.727, -5.827, -2.955)
H (1.515, -5.136, -5.829)
H (1.229, -3.621, -4.968)
H (-1.931, 4.807, 4.195)
H (-0.307, 4.918, -0.050)

Forces on atoms 1 to 6 (eV/Å):
0.07 -0.16 0.09
0.48 -0.41 0.28
0.18 -0.14 0.04
0.17 -0.40 0.05
-0.10 -0.09 0.24
0.12 0.43 0.25

---

Strongest force on any atom, record by record: 2.74, 6.04, 0.53, 1.38 eV/Å